This record from the Open Molecules 2025 dataset describes the molecule C16H22ClN3O2. The level of theory is ωB97M-V/def2-TZVPD.

Output
SMILES string = CN(C)C(=O)N1CCC[C@@H](C(=O)NCc2ccccc2Cl)C1
spin multiplicity = 1
gap between HOMO and LUMO = 9.694 eV
HOMO = -8.99 eV
calculated total energy = -1397.88084 Ha

```
44
C16H22ClN3O2 (ωB97M-V/def2-TZVPD)
Cl 3.7497 1.7047 -0.6897
O -2.9500 -1.8223 1.1266
O 1.4233 2.0511 1.7590
N -4.3115 -0.9708 -0.4829
N 1.8288 -0.0217 0.9768
N -2.4828 0.2438 0.3071
C 5.8151 -2.2344 -0.0452
C 5.5065 -0.2307 -1.3221
C 4.8361 -1.8170 0.8386
C -3.2309 -0.9109 0.3691
C 3.1101 -0.1706 1.6333
C 4.1788 -0.6048 0.6682
C 6.1496 -1.4401 -1.1284
C -1.2445 0.2717 1.0566
C -5.2159 -2.0861 -0.3100
C -4.2684 -0.4508 -1.8307
C -0.1981 1.0668 0.2636
C -3.0429 1.5707 0.1503
C 4.5300 0.1802 -0.4287
C -0.7191 2.4814 0.0074
C 1.0950 1.1102 1.0704
C -2.0851 2.4329 -0.6706
H -5.1661 -2.4160 0.7245
H 5.7587 0.3997 -2.1600
H -1.9809 2.0112 -1.6732
H -4.0257 1.5145 -0.3131
H -3.3460 0.0977 -1.9985
H -0.0058 3.0292 -0.6108
H -2.4918 3.4403 -0.7675
H -0.7921 3.0005 0.9646
H 4.5756 -2.4378 1.6834
H -0.0174 0.5608 -0.6908
H -5.1231 0.2048 -2.0223
H -6.2300 -1.7605 -0.5462
H 1.5134 -0.7826 0.3970
H 3.3427 0.8125 2.0569
H -1.3926 0.7468 2.0363
H -4.3091 -1.2790 -2.5468
H 6.9115 -1.7583 -1.8233
H -4.9511 -2.9288 -0.9579
H -3.1638 2.0260 1.1452
H 3.0323 -0.8964 2.4506
H 6.3143 -3.1785 0.1110
H -0.9270 -0.7593 1.2221
```


This record from the Open Molecules 2025 dataset describes the molecule C16H22ClNO5S in a non-equilibrium geometry. The level of theory is ωB97M-V/def2-TZVPD.

Output
SMILES string = CCOC(=O)C1CCN(S(=O)(=O)c2cc(Cl)c(C)cc2OC)CC1
spin multiplicity = 1
gap between HOMO and LUMO = 9.333 eV
HOMO = -8.76 eV
calculated total energy = -1912.22314 Ha

```
46
C16H22ClNO5S (ωB97M-V/def2-TZVPD)
Cl -4.2667 2.2022 -1.8013
S -1.9431 -2.4970 -0.5304
O 2.9797 0.8321 -1.1981
O -2.6929 -2.7551 -1.7255
O -2.1175 -3.3658 0.5914
O -1.2584 -1.0815 2.0037
O 1.9752 1.6545 0.6313
N -0.3467 -2.5619 -0.9660
C -2.3469 1.0316 1.4894
C 1.7213 -1.6058 -0.0186
C 0.0490 -1.8496 -2.1511
C -2.3424 -0.8024 -0.0525
C 1.0458 -0.2915 -0.4278
C -3.3952 1.2619 -0.6444
C -0.8732 -0.5994 3.2736
C -1.9781 -0.2790 1.1890
C -3.0487 -0.0407 -0.9582
C 0.4957 -0.4045 -1.8574
C 5.1096 1.3845 -0.1518
C -3.4318 3.2220 0.9237
C -3.0513 1.8170 0.5873
C 2.0323 0.8484 -0.2620
C 4.0087 1.8208 -1.1071
C 0.6699 -2.7199 0.0494
H -2.0791 1.4652 2.4396
H -0.2024 0.2613 3.1838
H 5.5170 0.4245 -0.4594
H -0.8080 -1.8682 -2.8238
H 3.5647 2.7628 -0.7702
H -3.0828 3.4948 1.9151
H -1.7414 -0.3325 3.8820
H 0.2299 -0.0931 0.2688
H -3.0044 3.9093 0.1952
H 4.3890 1.9292 -2.1247
H 2.4905 -1.8484 -0.7537
H -0.3444 -1.4246 3.7469
H 1.1545 -3.6958 -0.0824
H 0.1540 -2.7241 1.0095
H -3.3269 -0.4920 -1.8971
H 5.9048 2.1241 -0.1507
H 4.7117 1.2941 0.8559
H -0.3430 0.2841 -1.9701
H 0.8654 -2.4090 -2.6188
H 2.2009 -1.4989 0.9553
H -4.5140 3.3363 0.8830
H 1.2696 -0.1200 -2.5710
```


This record from the Open Molecules 2025 dataset describes the molecule C16H22ClNOS. The level of theory is ωB97M-V/def2-TZVPD.

Output
SMILES string = O=C(CCSCc1ccccc1Cl)NC1CCCCC1
spin multiplicity = 1
gap between HOMO and LUMO = 9.314 eV
HOMO = -8.72 eV
calculated total energy = -1611.30258 Ha

```
42
C16H22ClNOS (ωB97M-V/def2-TZVPD)
Cl -1.1133 -1.2065 -1.9517
S -2.6511 2.4431 -0.1995
O 1.9156 1.7056 1.6097
N 1.3560 0.0555 0.1583
C -3.7305 -1.5393 1.6959
C -0.4133 1.3762 1.0977
C 4.8895 0.2072 -1.2423
C -2.0179 -2.4153 0.2686
C -0.8488 2.1663 -0.1299
C 3.4427 -0.8976 1.0582
C 1.0805 1.0731 0.9995
C -2.8132 -2.5326 1.3935
C -3.1950 0.9375 -1.0991
C -2.1436 -1.3024 -0.5478
C -3.8472 -0.4359 0.8738
C 2.6982 -0.3991 -0.1824
C 5.6287 -0.2943 -0.0061
C -3.0585 -0.2920 -0.2652
C 3.5013 0.7120 -0.8636
C 4.8307 -1.4007 0.6761
H -0.5892 1.9711 1.9943
H -0.9769 0.4453 1.1765
H 3.5278 -0.0714 1.7640
H -4.2418 1.1327 -1.3308
H 3.5866 1.5494 -0.1706
H -0.4019 3.1599 -0.1168
H -1.2984 -3.1804 0.0213
H -2.6234 0.8799 -2.0236
H 0.5886 -0.3830 -0.3258
H 5.3549 -1.7422 1.5705
H -0.5672 1.6646 -1.0557
H 4.7370 -2.2527 -0.0028
H 5.4552 1.0120 -1.7155
H 2.9672 1.0564 -1.7527
H -4.3526 -1.6244 2.5733
H -2.7129 -3.3974 2.0306
H 4.7969 -0.6070 -1.9661
H 5.7641 0.5337 0.6921
H 2.8662 -1.6949 1.5333
H -4.5488 0.3501 1.1101
H 6.6166 -0.6653 -0.2871
H 2.5739 -1.2325 -0.8840
```


Among the records above, which one has the lowest calculated total energy? C16H22ClNO5S